193
Properties=species:S:1:pos:R:3:lowdin_charge:R:1 method="wB97M-V/def2-TZVPD" charge=+3 orbital_gap_ha=0.318 e_above_lowest_kcal_mol=7.2 e_lumo_ev=-4.397 homo_energy_ha=-0.47976 e_tot_ha=-13091.3051
Br 14.8052 14.8909 25.7302 0.089
Br 20.9324 17.0125 19.3542 0.007
Br 16.5044 17.9002 21.2983 -0.271
Br 19.2618 14.0194 16.2729 0.066
O 14.7434 12.1299 29.2513 0.149
O 16.2460 15.9874 17.3556 0.097
N 17.9488 15.9516 18.9185 0.015
N 15.8317 19.4145 25.9235 -0.083
N 13.5570 12.6052 27.2582 -0.024
N 21.2082 19.9924 22.0955 -0.186
N 16.0250 18.5207 27.8696 -0.064
N 12.0282 17.1563 20.6597 -0.244
N 22.6987 12.0050 16.8567 -0.255
N 18.0044 15.3272 12.1955 -0.213
C 20.4176 18.3921 26.3455 -0.072
C 23.9197 11.1473 17.1840 -0.071
C 22.3561 20.2326 19.9382 -0.170
C 19.3959 18.3645 25.1380 -0.231
C 15.9026 17.4260 28.8487 -0.136
C 24.5704 8.9189 17.9550 -0.085
C 11.1036 18.5310 19.0107 -0.125
C 12.8953 15.7420 22.7741 -0.173
C 19.3978 15.5649 12.8047 -0.107
C 23.1786 13.7423 18.3997 -0.155
C 15.4501 18.0368 13.4032 -0.111
C 15.6314 19.5097 24.4145 0.021
C 20.2332 20.1260 20.9837 -0.188
C 14.8066 12.0156 28.0500 -0.357
C 23.5677 9.6832 17.1449 -0.227
C 11.7589 16.4127 21.8943 -0.113
C 17.2917 16.4454 17.6683 -0.493
C 19.6526 19.4775 24.1065 -0.179
C 19.9896 16.9718 12.8165 -0.178
C 22.4536 19.4901 21.2641 -0.091
C 15.7306 18.3042 26.6017 -0.094
C 23.6459 11.8741 12.0049 -0.088
C 22.4885 21.4282 23.8381 -0.233
C 13.0333 16.4649 19.7972 -0.134
C 12.3515 13.1220 22.5945 -0.084
C 12.5264 18.5967 20.9298 -0.090
C 12.5982 13.1386 28.1884 -0.053
C 21.4725 16.9894 13.2459 -0.229
C 12.2758 19.3838 19.6540 -0.121
C 20.7477 18.9626 23.1556 -0.088
C 17.6343 14.4580 19.2782 0.007
C 17.6311 13.8385 12.3278 -0.094
C 22.0926 11.7344 15.5246 -0.146
C 14.4094 17.2558 29.2604 -0.044
C 18.0349 15.5693 10.7166 -0.108
C 13.3449 14.2942 22.3819 -0.238
C 22.6837 11.3799 13.0490 -0.239
C 16.3144 19.8245 28.0210 -0.004
C 23.0667 13.4434 16.9251 -0.123
C 18.3697 13.1312 11.2073 -0.095
C 22.0678 12.9349 19.0365 -0.122
C 21.5040 21.3614 22.7082 -0.119
C 10.7593 17.4114 19.9605 -0.122
C 23.2174 22.7484 23.9278 -0.073
C 16.7249 17.5962 12.7159 -0.202
C 12.5967 15.1207 19.2638 -0.206
C 23.0433 11.9958 14.4244 -0.193
C 20.8854 20.6342 19.7438 -0.155
C 13.8628 14.3762 18.7041 -0.051
C 16.2520 20.4085 26.7624 -0.008
C 15.8351 11.4127 27.2083 0.026
C 21.6676 11.9842 17.9215 -0.131
C 18.6593 14.3127 10.1138 -0.104
C 16.8994 16.0416 12.9517 -0.095
C 18.0097 17.5370 16.9460 0.002
C 21.7433 16.6558 14.7073 -0.111
H 17.9191 13.6415 13.4197 0.121
H 14.4025 15.0196 17.9571 0.080
H 17.7749 12.3314 10.6972 0.132
H 21.4975 10.7660 15.6256 0.168
H 14.5880 17.4400 13.0175 0.099
H 22.4489 12.4475 19.9641 0.131
H 16.5013 17.8573 11.6557 0.126
H 19.4606 20.8472 21.2551 0.133
H 14.3407 16.8008 30.2384 0.078
H 19.9569 17.5221 11.8485 0.123
H 22.6494 10.3179 13.0630 0.103
H 19.3990 17.6273 13.4754 0.095
H 24.2275 11.5062 18.1769 0.136
H 13.9801 13.4086 26.6797 -0.152
H 15.3059 18.5483 24.0389 0.040
H 21.6356 18.6809 23.7310 0.131
H 15.4975 10.5913 26.6190 0.099
H 17.0182 15.7362 10.3831 0.138
H 16.4526 16.5393 28.5611 0.118
H 21.4588 18.2671 26.0716 0.061
H 13.2183 11.8536 26.6809 0.162
H 18.5973 16.4315 10.4567 0.115
H 23.5925 9.2662 16.1734 0.111
H 15.3408 17.3572 26.1195 0.049
H 23.0157 21.1136 19.9113 0.123
H 16.6134 11.0998 27.8189 0.080
H 13.8661 18.1938 29.3354 0.084
H 20.4461 20.1883 18.8520 0.106
H 24.0213 22.6604 24.6583 0.091
H 23.5167 11.2915 11.0589 0.103
H 20.4630 18.1349 22.5362 0.110
H 11.6986 13.2028 23.4545 0.073
H 22.7340 19.5509 19.2562 0.066
H 12.2856 12.3097 28.8148 0.106
H 13.9620 16.6200 28.5089 0.043
H 21.2056 12.4952 15.4415 0.063
H 24.0762 11.7301 14.4619 0.109
H 20.5785 21.8474 22.9411 0.128
H 24.6409 11.7534 12.3368 0.064
H 21.4774 10.9503 18.1501 0.128
H 10.0212 17.8678 20.6509 0.157
H 13.1859 13.8087 28.8624 0.108
H 16.5594 20.1859 28.9857 0.132
H 11.0735 17.1481 22.4709 0.158
H 19.7368 19.1533 20.8841 0.071
H 19.3514 15.1679 13.8360 0.032
H 16.0029 15.6154 12.6060 0.103
H 19.7278 14.4127 9.9171 0.108
H 23.0592 13.0309 14.3199 0.091
H 24.1536 13.4540 18.7817 0.114
H 22.1175 16.2621 12.6749 0.126
H 21.2918 17.2808 15.5156 0.084
H 10.4673 16.5210 19.4644 0.119
H 21.9970 21.2070 24.7453 0.089
H 13.6273 14.2822 21.2721 0.083
H 19.3129 17.4046 24.6194 0.119
H 20.0483 14.9769 12.1996 0.114
H 17.4958 18.2089 13.2131 0.098
H 18.2193 14.0586 9.1243 0.125
H 13.7624 16.4376 22.8908 0.084
H 12.0176 14.5491 19.9352 0.075
H 13.4224 17.1535 19.0690 0.136
H 14.8542 20.3020 24.2056 0.118
H 17.8296 17.3831 15.8557 0.078
H 16.5134 17.8281 29.7219 0.143
H 14.2257 14.1646 23.0239 0.040
H 21.9447 21.8953 21.8511 0.133
H 18.4746 18.5207 25.6349 0.057
H 24.6302 11.4215 16.4204 0.128
H 14.3915 14.1654 19.5641 0.014
H 23.1486 14.7730 18.5238 0.065
H 13.5337 13.4356 18.2811 0.086
H 18.7263 19.5794 23.4502 0.102
H 20.8215 21.7166 19.6416 0.116
H 22.5471 23.5242 24.1714 0.066
H 15.4764 17.8782 14.4751 0.069
H 24.2494 7.8652 17.9481 0.096
H 16.2145 12.2514 26.5646 0.096
H 11.3559 18.1002 18.0260 0.123
H 23.3001 19.6891 21.8558 0.101
H 11.0627 15.6332 21.6095 0.121
H 12.5351 15.7025 23.8371 0.087
H 22.7615 16.6883 14.8366 0.038
H 13.1683 19.5023 19.0356 0.113
H 12.7393 12.1133 22.5423 0.075
H 16.6225 14.4901 19.5807 0.049
H 11.7940 13.6808 27.6851 0.109
H 11.7394 13.0628 21.7717 0.024
H 17.4582 18.4624 17.0739 0.097
H 23.6538 23.1251 23.0030 0.086
H 20.3598 19.4129 26.7903 0.085
H 24.6684 9.2779 18.9637 0.079
H 17.5004 16.4350 19.6994 -0.057
H 21.8202 17.9853 12.9810 0.109
H 15.1859 19.0239 13.2179 0.057
H 16.5566 19.8914 24.0579 0.048
H 20.1252 17.6063 27.0060 0.057
H 18.9969 16.1359 18.9466 -0.086
H 23.4731 12.9097 11.8705 0.060
H 19.8544 20.4341 24.6561 0.119
H 23.2178 20.6327 23.7075 0.111
H 10.3090 19.3109 18.9424 0.131
H 16.2326 21.5063 26.5159 0.159
H 21.2422 13.5565 19.3358 0.087
H 18.3704 14.2481 19.9999 0.076
H 16.5309 13.8499 12.2776 0.131
H 19.3411 12.8283 11.5654 0.089
H 19.0974 17.5607 17.1700 0.037
H 22.1897 13.9954 16.5219 0.095
H 22.6248 9.4590 17.5186 0.086
H 21.4111 15.6443 15.0047 0.018
H 13.8765 16.2973 20.3863 0.071
H 25.5475 8.8646 17.5417 0.074
H 11.9531 20.3937 19.9846 0.126
H 11.8366 15.2204 18.4065 0.138
H 20.8734 12.5075 17.3699 -0.004
H 13.5327 18.5586 21.2689 0.062
H 16.9983 15.8880 13.9965 0.116
H 23.8955 13.6484 16.2394 0.145
H 11.8287 18.9844 21.6772 0.134
H 17.7416 13.8735 18.3440 -0.004
H 21.6578 11.6046 12.8729 0.089
H 22.3155 18.3730 21.0973 0.053